# H34O17

17 unconnected molecules or ions with the total composition H34O17 in a non-equilibrium geometry (ωB97M-V/def2-TZVPD, OMol25).

Geometry as XYZ:
```
51
Properties=species:S:1:pos:R:3:forces:R:3
O -16.1576 -14.0246 -6.1488 0.382 -2.159 2.144
H -15.3036 -14.4579 -5.9971 -0.338 -0.104 -0.037
H -15.9617 -13.3968 -6.7977 -0.233 2.238 -1.480
O -16.2439 -8.8699 -7.2631 -0.607 1.442 -0.589
H -15.8603 -9.5004 -6.6817 0.660 -1.049 0.587
H -16.7617 -8.3186 -6.6412 0.076 -0.390 -0.521
O -12.5594 -9.6016 -3.7493 0.506 -0.212 -1.253
H -12.7977 -9.4809 -2.8547 -0.474 0.152 1.579
H -12.6348 -10.5609 -3.8880 0.216 0.345 0.289
O -15.1289 -12.8785 -3.5272 0.372 -0.612 1.561
H -15.2640 -13.4518 -2.7393 -0.084 0.210 -1.018
H -15.6017 -13.2563 -4.2723 -0.546 -0.170 -0.875
O -15.3707 -12.0572 -8.4486 0.637 -0.510 -0.153
H -14.6448 -11.4694 -8.1454 -0.175 -0.176 -0.010
H -15.0876 -12.9693 -8.2989 0.076 0.383 -0.440
O -17.1260 -7.2603 -5.1606 -0.040 0.074 0.422
H -16.6624 -7.8400 -4.5230 -0.257 0.158 -0.278
H -16.4169 -6.7487 -5.5554 0.137 0.261 -0.087
O -13.1986 -13.0926 -6.2853 -0.210 -1.618 -1.390
H -12.3577 -13.4697 -6.0270 0.709 0.265 0.553
H -13.4029 -13.7568 -7.0003 -0.154 1.254 0.757
O -17.0992 -10.9034 -2.4991 -0.258 0.364 -0.983
H -17.0677 -11.0524 -1.5749 -0.035 -0.092 1.400
H -16.6236 -11.6382 -2.8874 0.252 -0.311 -0.303
O -13.3377 -10.2700 -8.0484 -1.197 0.047 0.169
H -12.5270 -10.7041 -7.8642 1.479 -0.517 0.332
H -13.3662 -10.1396 -8.9886 -0.007 0.368 -0.749
O -10.7631 -10.5717 -5.8142 -0.216 -0.540 -0.944
H -11.3220 -11.2365 -5.3961 0.382 0.200 0.305
H -10.2499 -10.1473 -5.1312 -0.059 0.154 0.394
O -13.0532 -8.3097 -6.1179 0.116 0.681 0.576
H -13.3503 -8.9856 -6.7063 -0.611 -0.242 -1.277
H -12.7904 -8.8627 -5.3823 0.383 0.357 0.684
O -15.0719 -10.9030 -5.5862 -0.623 0.349 0.560
H -14.2373 -11.3440 -5.6919 0.598 -0.134 -0.116
H -14.9828 -10.2109 -4.8995 0.090 -0.125 -0.288
O -17.6253 -11.5158 -7.1674 -1.072 -0.393 0.681
H -16.7605 -11.5378 -7.5357 0.812 0.009 -0.900
H -17.4991 -10.9529 -6.3938 -0.607 0.087 -0.043
O -18.1168 -10.0386 -4.9968 -1.013 1.443 0.600
H -17.6392 -10.1741 -4.1724 -0.171 0.029 0.191
H -18.6612 -9.2198 -4.8318 0.933 -1.254 -0.466
O -12.1911 -12.2694 -3.8131 0.742 0.445 -1.023
H -13.0021 -12.7081 -4.0188 -1.205 -0.734 -0.092
H -11.9044 -12.5530 -2.9619 0.321 -0.315 0.984
O -15.5196 -8.8574 -3.6085 0.266 -0.313 0.532
H -15.5212 -9.4550 -2.8406 -0.399 0.047 -0.151
H -14.7594 -8.2919 -3.4561 0.305 0.202 -0.313
O -14.2401 -11.0201 -1.8482 0.442 0.047 0.981
H -13.9643 -11.5313 -1.0639 -0.210 0.322 -0.666
H -14.3326 -11.6251 -2.6000 -0.093 0.037 0.158
```
Positions in Å, forces in eV/Å.

Calculated values
ΔE to the lowest compared entry with this formula, charge and spin in kcal/mol: 47.3
E_tot in eV: -35359.9605
Net charge: 0
HOMO level in eV: -8.63
Orbital gap in eV: 7.63


# H34O17

17 unconnected molecules or ions with the total composition H34O17 in a non-equilibrium geometry (ωB97M-V/def2-TZVPD, OMol25).

Geometry as XYZ:
```
51
Properties=species:S:1:pos:R:3:forces:R:3
O 2.9526 0.8812 -2.4825 -0.144 2.200 -1.634
H 2.8026 1.6482 -3.1205 0.487 -1.634 1.002
H 2.2416 1.0562 -1.8505 -0.062 -0.527 -0.278
O -1.0294 1.9262 1.8525 -1.192 1.393 1.117
H -0.2404 1.4282 2.0785 -0.090 -0.418 -0.685
H -1.3884 2.2602 2.7165 0.421 -0.300 -1.144
O 0.9426 0.4332 2.7625 -0.207 0.964 0.477
H 0.9136 -0.4458 3.1045 -0.233 -1.154 0.298
H 0.4476 0.9672 3.4095 0.686 -0.595 0.502
O 2.0356 -1.5388 -1.4385 -0.026 2.035 0.446
H 2.2296 -2.4368 -1.3155 0.218 -2.444 -0.114
H 2.3796 -1.2318 -0.5735 -0.390 0.224 -0.738
O 1.9986 1.4412 -0.1145 0.188 1.818 0.393
H 2.8506 1.0072 -0.0175 0.313 -0.057 -0.092
H 2.2016 2.3972 -0.3195 -0.263 -1.559 0.413
O -0.2124 -0.0268 -0.3575 -1.213 1.043 -0.211
H -0.0564 -0.7488 0.2215 -0.054 -1.665 0.731
H 0.4806 0.5692 -0.0835 0.750 0.891 -0.348
O -2.3154 1.8102 -0.9925 -0.581 -0.344 -0.082
H -1.9474 1.0212 -0.5755 0.644 -0.437 -0.123
H -2.8714 2.1402 -0.2915 -0.463 0.522 0.172
O -2.9884 -1.7048 -0.0405 0.446 0.438 1.197
H -2.7344 -1.2438 -0.8705 -0.290 -0.533 0.424
H -2.6924 -1.1418 0.7125 -0.447 -0.559 -0.663
O -2.5134 -0.2258 2.2015 -0.231 -0.660 0.591
H -3.3654 0.2022 2.2365 -0.663 -0.100 0.126
H -1.9374 0.4882 1.9345 0.598 0.522 -0.357
O 1.5556 3.0802 2.2575 -1.181 1.006 0.335
H 1.3236 2.1572 2.2735 1.011 -0.417 -0.422
H 0.6496 3.4552 2.2835 0.929 0.286 -0.159
O 2.8486 -0.9628 1.1105 0.265 -2.017 1.228
H 2.4746 -0.3728 1.7455 -0.320 1.317 0.376
H 2.7706 -1.8088 1.6325 0.474 0.763 -1.323
O 1.6746 -3.8308 0.0465 0.608 -2.037 -1.380
H 1.1576 -4.4618 -0.5345 0.606 1.365 1.243
H 1.0866 -3.3818 0.6445 -0.947 0.173 -0.027
O -0.3724 0.3972 -3.0315 -1.510 1.759 -1.314
H -0.8554 1.2622 -3.2175 1.075 -1.589 0.214
H -0.3584 0.3722 -2.0765 0.536 -0.180 0.799
O -0.0954 3.1912 -1.2905 -0.558 -0.119 -2.487
H -0.9884 2.7862 -1.2225 0.596 0.214 0.480
H 0.2686 3.3492 -0.4565 0.332 0.276 2.089
O -0.5944 -2.6618 -1.8265 0.278 -0.163 0.359
H -1.3664 -2.1068 -1.9525 0.005 -0.583 0.146
H 0.1176 -2.0488 -1.5805 0.309 -0.063 -0.319
O -2.7344 -1.0398 -2.4345 -0.056 0.132 -0.723
H -1.8694 -0.7258 -2.7515 0.134 0.557 -0.617
H -3.3064 -0.2738 -2.4745 -0.224 0.294 -0.135
O -0.1794 -2.2948 1.2295 1.710 0.641 0.672
H -0.9304 -2.5378 0.7325 -1.900 -0.527 -1.873
H -0.4634 -2.4738 2.1065 -0.377 -0.154 1.417
```
Positions in Å, forces in eV/Å.

Calculated values
ΔE to the lowest compared entry with this formula, charge and spin in kcal/mol: 63.7
E_tot in eV: -35359.2511
Net charge: 0
HOMO level in eV: -9.88
Orbital gap in eV: 8.81


# H34O17

17 unconnected molecules or ions with the total composition H34O17 in a non-equilibrium geometry (ωB97M-V/def2-TZVPD, OMol25).

Geometry as XYZ:
```
51
Properties=species:S:1:pos:R:3:forces:R:3
O -0.7859 1.2630 -0.4332 0.451 1.375 0.585
H -1.0605 1.5936 -1.3122 -0.249 -0.700 0.524
H -1.3962 0.5922 -0.1247 0.075 -0.053 -0.656
O 2.2859 1.2523 1.8883 0.062 0.024 -0.486
H 1.4480 1.7389 1.9104 0.381 -0.286 0.680
H 2.4344 0.7449 2.6819 -0.401 -0.049 0.414
O -2.3255 -2.6814 1.9920 -1.588 0.351 0.115
H -1.8493 -2.0795 1.4239 0.573 0.143 -0.362
H -3.2568 -2.3723 1.8078 1.676 -0.562 0.477
O 3.9297 -3.1948 2.6346 -0.751 0.055 0.504
H 4.1659 -2.8260 3.4946 0.232 -0.044 -0.140
H 2.9914 -3.4247 2.7811 0.405 -0.008 -0.326
O 1.9002 0.5129 -0.7819 0.740 -1.970 -1.651
H 1.2446 0.9843 -1.3052 -0.051 0.734 0.944
H 2.1543 0.8331 0.0758 -0.142 1.109 0.568
O 2.5851 2.9582 -0.0588 -0.105 0.555 -0.330
H 1.6885 3.0116 0.2785 -0.438 0.067 -0.270
H 3.0179 3.5666 0.5350 0.549 0.275 0.245
O -3.5399 1.9033 -0.3315 0.439 1.774 1.080
H -3.3454 1.0784 0.0949 -0.518 -0.837 -0.431
H -4.0230 1.8724 -1.1395 -0.772 -0.873 -0.039
O -2.6384 2.0028 -3.1737 -0.294 -1.056 0.911
H -3.4045 1.8464 -2.5758 1.093 0.598 -1.399
H -2.7270 2.8204 -3.6518 -0.456 0.484 -0.041
O 1.4448 2.1478 -3.2437 0.215 0.176 -0.094
H 2.1953 1.6370 -2.9034 -0.071 0.308 -0.123
H 1.8052 3.0138 -3.4932 -0.057 -0.441 0.262
O 0.1512 3.7822 2.3279 2.034 0.438 0.741
H -0.2268 4.2208 3.1075 -0.077 -0.552 -0.620
H -0.3046 2.9682 2.1529 -1.000 -0.029 0.083
O 3.1713 -3.7353 -1.0454 0.385 -1.278 -0.013
H 3.3303 -2.8366 -1.3138 0.177 0.494 -0.111
H 3.9841 -4.2510 -1.2164 -0.589 0.632 0.116
O -0.4268 -0.3012 -2.3227 1.765 -3.455 -0.620
H 0.3621 -0.5018 -1.7303 -1.703 0.516 -0.650
H -0.4277 -1.2206 -2.7701 -0.547 2.160 0.729
O 1.0818 -1.9624 -0.4013 0.378 1.461 -0.595
H 1.6053 -1.0759 -0.3826 -0.987 -1.581 0.238
H 1.2468 -2.4991 0.3672 0.444 -0.093 0.415
O 0.6290 -3.0021 3.4874 -0.502 -0.251 -0.198
H 0.7197 -2.0553 3.6606 -0.468 -0.327 -0.106
H -0.3197 -3.2127 3.3117 0.974 0.601 0.177
O -2.0163 4.0208 1.2462 0.020 0.397 -0.361
H -2.8780 3.7194 1.5115 -0.642 -0.297 -0.427
H -1.8578 3.7368 0.3318 -0.419 -0.167 0.440
O -0.3437 -3.7303 -2.7545 3.047 1.454 0.519
H 0.2843 -3.1644 -3.2740 -1.362 -0.575 -0.805
H 0.3622 -3.6827 -2.0448 -1.549 -0.807 0.335
O -4.3035 -1.6119 0.2453 -0.160 0.268 0.329
H -4.7798 -2.1819 0.8565 -0.456 0.061 -0.147
H -3.9824 -2.2184 -0.4205 0.241 -0.221 -0.432
```
Positions in Å, forces in eV/Å.

Calculated values
ΔE to the lowest compared entry with this formula, charge and spin in kcal/mol: 102.4
E_tot in eV: -35357.5700
Net charge: 0
HOMO level in eV: -10.30
Orbital gap in eV: 10.11


# H34O17

17 unconnected molecules or ions with the total composition H34O17 in a non-equilibrium geometry (ωB97M-V/def2-TZVPD, OMol25).

Geometry as XYZ:
```
51
Properties=species:S:1:pos:R:3:forces:R:3
O 0.6591 -2.3107 -0.0142 -0.059 1.970 -2.074
H 0.4601 -2.5027 -0.9662 0.033 0.028 0.531
H 0.6731 -3.0757 0.4858 -0.300 -2.533 1.371
O -0.1379 -2.0717 -2.5672 -1.338 0.131 0.828
H -0.7599 -1.2897 -2.4422 0.702 -0.937 -0.221
H 0.6191 -1.8737 -3.0912 0.644 0.555 -0.718
O -0.4479 3.1393 -0.2272 -0.196 -0.135 0.949
H -0.6639 3.4633 -1.0812 -0.007 0.224 -1.536
H -1.0649 3.6033 0.3438 -0.034 0.097 0.264
O -0.9609 1.5653 2.3728 0.710 -0.069 0.938
H -1.5819 2.2563 2.2378 -1.041 0.852 0.150
H -0.9739 1.0883 1.5458 0.280 -0.713 -0.838
O -1.5829 -1.8587 2.0098 -0.255 0.030 -0.502
H -0.7239 -1.4127 2.0648 0.223 -0.671 0.569
H -1.5839 -2.7177 2.4318 0.397 0.161 0.424
O 2.6131 0.5913 1.4948 -0.353 -0.887 -0.008
H 3.2431 1.0953 1.9898 0.599 0.638 0.377
H 1.8311 1.1583 1.4698 -0.164 0.515 -0.012
O 3.3101 -2.2677 0.6128 -1.013 -2.935 -0.889
H 3.7381 -1.5007 0.8858 0.494 2.085 1.014
H 2.3461 -2.2967 0.7918 1.060 1.021 -0.285
O -2.3659 -3.2147 -0.5622 -0.878 -0.452 -1.417
H -1.9309 -3.9317 -1.0392 0.091 0.188 0.243
H -1.8759 -2.9947 0.2128 0.729 0.406 1.151
O -0.4649 0.1223 0.1438 -0.083 2.654 -0.513
H 0.0431 0.5913 -0.5582 -0.998 0.096 0.452
H -0.0669 -0.7107 0.1068 0.888 -2.585 0.349
O 1.4801 3.2023 1.6028 1.456 0.133 0.703
H 1.0631 3.4203 2.4318 -0.170 -0.040 0.482
H 0.7621 3.0093 1.0218 -0.792 -0.154 -0.944
O -3.2089 1.9203 -0.6312 -1.569 0.780 -1.817
H -2.7699 2.7543 -0.6142 0.522 0.372 0.274
H -2.9059 1.3313 0.0278 0.654 -1.058 1.381
O 2.6571 0.2173 -1.1482 -0.168 -0.206 -1.608
H 2.7971 0.1823 -0.2112 0.022 0.390 1.266
H 2.7741 -0.6927 -1.4182 0.191 -0.459 -0.069
O -3.3709 -0.5427 0.5858 -0.928 0.590 0.215
H -3.1549 -0.5347 -0.3542 0.039 0.257 0.265
H -2.5619 -0.7617 1.0478 0.055 -0.324 0.172
O -2.4129 -0.7657 -1.8422 0.421 -0.322 -0.620
H -2.4609 -1.6557 -1.4312 0.047 -0.300 -0.120
H -3.1269 -0.7537 -2.4802 -0.258 0.116 -0.272
O 0.4041 1.0763 -2.3432 -1.809 -0.013 -1.241
H 1.2421 0.7083 -2.0992 1.404 -1.055 0.477
H 0.0341 0.5233 -3.0622 0.341 0.704 0.634
O 2.2871 3.0153 -2.0572 0.748 0.420 -0.207
H 1.9141 3.7313 -1.5332 -0.249 -0.456 0.002
H 1.6711 2.2793 -2.1572 -0.179 0.987 0.168
O 1.1201 -1.4447 2.6808 -1.442 -0.433 0.293
H 1.6871 -0.7357 2.4358 0.820 1.489 -0.568
H 1.7281 -2.1257 2.8978 0.711 -1.150 0.535
```
Positions in Å, forces in eV/Å.

Calculated values
ΔE to the lowest compared entry with this formula, charge and spin in kcal/mol: 44.5
E_tot in eV: -35360.0814
Net charge: 0
HOMO level in eV: -10.04
Orbital gap in eV: 9.90


# H34O17

17 unconnected molecules or ions with the total composition H34O17 in a non-equilibrium geometry (ωB97M-V/def2-TZVPD, OMol25).

Geometry as XYZ:
```
51
Properties=species:S:1:pos:R:3:forces:R:3
O -18.5752 -21.3453 9.0361 -0.063 0.812 -0.601
H -18.6514 -21.6422 9.9291 -0.093 -0.962 1.091
H -19.2736 -21.7399 8.5215 -0.473 -0.303 -0.188
O -19.1761 -18.7653 7.2732 -1.454 0.567 -2.588
H -19.8130 -18.0488 7.3792 0.066 -0.105 0.132
H -18.8787 -18.9962 8.1090 1.112 -0.272 2.807
O -13.7669 -22.2705 8.0864 -0.398 -0.352 -1.635
H -14.7256 -22.2623 7.8850 0.012 -0.236 0.464
H -13.6951 -22.1992 9.0153 0.082 0.113 1.456
O -16.4849 -22.1754 11.1744 -1.059 0.792 -0.950
H -16.3580 -21.5691 10.4022 -0.229 -0.304 0.670
H -15.5856 -22.3793 11.3515 1.137 -0.619 0.609
O -17.7374 -17.8062 5.1912 -0.997 1.222 1.517
H -17.5601 -18.5421 4.6480 0.497 -1.350 -1.167
H -18.2794 -18.2377 5.8925 0.561 0.631 -0.433
O -18.5235 -18.8805 10.0324 -0.970 0.486 -1.051
H -18.0399 -18.8376 10.8276 0.741 0.303 1.483
H -18.5462 -19.8094 9.7963 0.040 -0.292 -0.122
O -16.7546 -22.7634 5.2917 0.548 -0.085 -0.371
H -17.3900 -22.0376 5.3627 -0.393 -0.034 -0.072
H -15.9039 -22.3121 5.1130 -1.112 -0.449 0.198
O -14.3762 -18.2121 6.6271 2.772 1.277 -0.737
H -13.8763 -18.4718 5.8281 -0.162 0.314 0.807
H -15.1553 -18.7174 6.6035 -2.408 -1.217 0.060
O -16.4771 -19.9123 6.9491 -0.757 0.641 -1.841
H -16.0361 -20.5562 6.3663 -0.180 0.058 1.125
H -16.2975 -20.0161 7.8770 0.403 -0.607 0.908
O -15.8878 -20.0529 9.6051 -1.899 -1.208 -0.176
H -14.9701 -20.0484 9.3700 1.928 0.422 -0.136
H -16.0639 -19.2822 10.1202 -0.017 0.952 0.268
O -16.5466 -22.6589 8.0452 0.598 0.605 2.128
H -16.7486 -22.9242 7.1759 -0.452 -0.584 -2.117
H -17.2491 -22.0341 8.3259 0.634 -0.528 -0.279
O -13.4380 -19.4785 9.0107 0.259 0.636 0.582
H -13.0862 -18.8772 9.6935 -0.215 -0.318 -0.570
H -13.7100 -18.9123 8.2548 0.387 -0.076 -0.102
O -14.6270 -21.1383 5.4034 -0.040 0.105 -1.377
H -14.1311 -21.9471 5.2146 0.392 0.057 0.157
H -14.7065 -20.6827 4.5435 -0.067 -0.267 0.338
O -19.0384 -21.2055 5.8367 -0.984 0.631 1.107
H -19.9664 -21.4940 5.9849 0.932 0.248 -0.371
H -18.9511 -20.3888 6.4080 -0.057 -0.855 -0.904
O -16.9911 -19.8972 3.6333 0.968 0.132 -0.114
H -16.4316 -19.3035 3.1185 0.156 0.169 0.110
H -17.6200 -20.1675 2.9766 -0.813 -0.569 -0.343
O -12.3176 -20.6171 6.5503 -0.354 0.813 -1.541
H -13.1926 -20.4997 6.1168 1.264 0.403 0.260
H -12.6532 -21.2215 7.1987 0.152 -0.826 1.342
O -16.6020 -16.9410 7.9378 0.753 1.228 0.707
H -17.0567 -17.5607 7.3945 -0.523 -0.803 -0.844
H -16.0901 -16.4108 7.3038 -0.221 -0.399 0.298
```
Positions in Å, forces in eV/Å.

Calculated values
ΔE to the lowest compared entry with this formula, charge and spin in kcal/mol: 38.7
E_tot in eV: -35360.3324
Net charge: 0
HOMO level in eV: -10.00
Orbital gap in eV: 9.78


What is the ΔE to the lowest compared entry with this formula, charge and spin in the second record? 63.7 kcal/mol


Look up the HOMO level of the fifth one. -10.00 eV


Look up the net charge of the third one. 0